Record 1
Here is a structure of composition C52H109Br12F9O30P6 in a non-equilibrium geometry from the OMol25 dataset. Energies are from ωB97M-V/def2-TZVPD.

Each line ends with the Mulliken charge.
Geometry (Å):
1 C -1.292 -4.073 6.545  -0.693
2 C -2.319 -4.250 5.461  -0.426
3 O -1.919 -5.495 4.839  0.009
4 C -2.862 -6.142 4.153  0.344
5 O -3.978 -5.769 3.908  -0.585
6 C -2.243 -7.525 3.711  0.771
7 F -3.155 -8.166 2.924  -0.273
8 F -1.143 -7.471 2.892  -0.059
9 F -1.984 -8.226 4.796  -0.247
10 H -1.413 -4.858 7.298  0.306
11 H -1.480 -3.137 7.054  0.418
12 H -0.300 -4.143 6.015  -0.116
13 H -2.153 -3.520 4.680  0.236
14 H -3.344 -4.235 5.823  0.429
15 C 5.619 -3.417 -5.187  -0.706
16 C 5.235 -4.222 -6.398  -0.343
17 O 4.817 -5.569 -5.987  -0.305
18 C 3.571 -5.863 -5.956  0.467
19 O 2.664 -5.152 -6.067  -0.500
20 C 3.414 -7.393 -5.581  0.786
21 F 3.390 -7.580 -4.241  -0.204
22 F 2.299 -7.934 -6.111  -0.254
23 F 4.428 -8.190 -6.057  -0.261
24 H 4.681 -3.319 -4.570  0.056
25 H 5.839 -2.344 -5.440  0.339
26 H 6.428 -3.849 -4.563  0.274
27 H 6.039 -4.308 -7.086  0.333
28 H 4.449 -3.715 -6.896  0.342
29 C 5.525 -4.868 0.519  -0.651
30 C 4.446 -5.119 -0.412  -0.127
31 O 3.395 -5.795 0.349  -0.137
32 C 2.379 -6.253 -0.384  0.159
33 O 2.128 -6.116 -1.523  -0.538
34 C 1.380 -6.954 0.510  0.963
35 F 1.859 -7.790 1.381  -0.268
36 F 0.671 -6.002 1.247  -0.281
37 F 0.500 -7.546 -0.280  -0.217
38 H 6.528 -4.828 0.004  0.434
39 H 5.601 -5.674 1.232  0.137
40 H 5.243 -3.972 1.134  -0.255
41 H 4.723 -5.803 -1.231  0.647
42 H 4.097 -4.153 -0.811  -0.096
43 C -2.430 2.302 2.344  0.179
44 Br -2.521 2.103 4.312  -0.075
45 Br -3.194 0.654 1.527  0.201
46 Br -0.620 2.476 1.783  -0.033
47 H -3.032 3.148 1.973  -0.225
48 C 2.805 4.983 -4.657  -0.388
49 Br 3.478 3.262 -4.838  0.007
50 Br 3.419 5.955 -3.070  -0.035
51 Br 0.806 4.982 -4.758  -0.017
52 H 3.187 5.543 -5.478  0.389
53 C 2.650 -0.056 6.101  -0.454
54 Br 3.464 1.661 5.823  -0.062
55 Br 3.871 -1.540 5.914  0.005
56 Br 1.113 -0.257 4.931  0.056
57 H 2.402 -0.135 7.160  0.429
58 C 2.308 -5.736 5.964  -0.062
59 Br 1.537 -6.431 7.672  -0.065
60 Br 1.558 -6.632 4.483  0.109
61 Br 4.286 -5.811 6.130  -0.045
62 H 1.972 -4.682 5.936  -0.044
63 C -1.567 13.047 -1.705  -1.202
64 C -1.630 11.671 -2.283  -0.229
65 O -1.477 10.659 -1.275  -0.147
66 P -0.101 9.921 -1.099  0.659
67 O 1.020 10.713 -1.604  -0.840
68 O -0.010 9.523 0.433  0.114
69 C 0.441 10.325 1.524  -0.321
70 C 1.969 10.703 1.492  -1.108
71 O -0.491 8.529 -1.723  -0.152
72 C 0.575 7.597 -1.884  -0.142
73 C 0.653 6.666 -0.688  -0.276
74 H -0.602 13.081 -1.250  0.293
75 H -1.747 13.837 -2.478  0.362
76 H -2.307 13.213 -0.908  0.278
77 H -2.682 11.549 -2.625  0.243
78 H -0.859 11.527 -2.994  0.417
79 H -0.219 11.188 1.616  0.346
80 H 0.236 9.621 2.300  0.166
81 H 2.206 11.362 0.646  0.289
82 H 2.052 11.387 2.342  0.423
83 H 2.642 9.831 1.515  0.278
84 H 0.282 6.928 -2.716  -0.304
85 H 1.457 8.191 -2.167  0.556
86 H 0.840 7.186 0.282  0.125
87 H -0.230 6.055 -0.685  -0.163
88 H 1.576 6.127 -0.817  0.312
89 C -5.258 8.577 -1.963  -1.261
90 C -4.171 7.768 -1.248  0.310
91 O -4.767 6.641 -0.540  -0.403
92 P -3.712 5.683 0.184  0.170
93 O -4.197 4.568 1.026  -0.909
94 O -2.710 6.629 0.952  0.022
95 C -3.038 7.004 2.283  -0.381
96 C -1.854 6.844 3.201  -0.765
97 O -2.797 5.206 -1.022  0.614
98 C -2.505 3.791 -1.203  2.207
99 C -2.078 3.630 -2.602  -0.152
100 H -4.844 9.570 -2.258  0.228
101 H -5.678 8.085 -2.838  0.269
102 H -6.003 8.879 -1.206  0.364
103 H -3.424 7.334 -1.894  0.240
104 H -3.654 8.431 -0.520  0.159
105 H -3.419 8.039 2.241  0.224
106 H -3.816 6.352 2.649  0.492
107 H -2.121 7.027 4.241  0.444
108 H -1.428 5.784 3.215  0.099
109 H -0.996 7.530 2.953  -0.073
110 H -1.791 3.504 -0.422  -0.798
111 H -3.419 3.184 -1.041  -0.594
112 H -2.045 2.593 -2.857  -0.413
113 H -2.875 4.099 -3.208  -0.151
114 H -1.218 4.253 -2.737  0.193
115 C -5.200 4.903 -3.758  -1.284
116 C -5.903 3.586 -3.553  -0.512
117 O -4.870 2.686 -3.206  0.232
118 P -4.985 1.144 -3.658  -0.083
119 O -5.531 0.817 -5.015  -0.871
120 O -3.480 0.742 -3.320  0.677
121 C -2.631 0.175 -4.362  -0.424
122 C -3.001 -1.327 -4.643  -0.669
123 O -5.856 0.383 -2.551  -0.367
124 C -5.592 0.583 -1.073  1.201
125 C -6.920 0.298 -0.416  -1.585
126 H -5.837 5.624 -4.256  0.540
127 H -4.762 5.237 -2.802  0.199
128 H -4.421 4.690 -4.487  0.291
129 H -6.761 3.586 -2.856  0.278
130 H -6.330 3.280 -4.480  0.472
131 H -2.798 0.779 -5.297  0.329
132 H -1.598 0.258 -3.932  0.236
133 H -2.716 -2.001 -3.847  -0.219
134 H -4.078 -1.339 -4.911  0.181
135 H -2.573 -1.696 -5.570  0.566
136 H -4.802 -0.167 -0.910  -0.343
137 H -5.266 1.642 -0.909  -0.008
138 H -7.199 -0.710 -0.749  0.328
139 H -6.797 0.160 0.682  0.284
140 H -7.601 1.107 -0.616  0.396
141 C 0.700 -3.215 2.876  -0.821
142 C 1.797 -2.787 1.911  1.015
143 O 1.302 -1.929 0.827  -0.002
144 P 2.156 -1.940 -0.508  0.368
145 O 3.606 -2.076 -0.328  -0.609
146 O 1.590 -3.202 -1.287  -0.015
147 C 0.111 -3.408 -1.511  0.188
148 C -0.076 -3.943 -2.889  -1.151
149 O 1.603 -0.640 -1.233  0.090
150 C 2.165 0.618 -0.864  -0.250
151 C 1.601 1.756 -1.729  -0.549
152 H 0.003 -2.345 2.946  0.233
153 H 0.167 -4.071 2.489  0.239
154 H 1.055 -3.604 3.816  -0.035
155 H 2.573 -2.157 2.440  0.014
156 H 2.337 -3.636 1.454  -0.498
157 H -0.245 -4.077 -0.707  -0.086
158 H -0.342 -2.425 -1.378  0.446
159 H 0.493 -4.896 -2.949  0.116
160 H -1.121 -4.074 -3.161  0.159
161 H 0.455 -3.272 -3.558  0.420
162 H 1.800 0.797 0.150  0.180
163 H 3.302 0.627 -0.961  0.199
164 H 2.065 2.681 -1.337  0.364
165 H 1.907 1.504 -2.785  0.152
166 H 0.494 1.913 -1.651  -0.116
167 C -2.840 -7.086 -1.334  -1.167
168 C -3.876 -6.188 -1.923  -0.178
169 O -3.444 -4.852 -1.979  -0.184
170 P -4.312 -3.523 -1.893  0.765
171 O -3.524 -2.316 -1.872  -0.097
172 O -5.228 -3.732 -3.143  -0.506
173 C -6.030 -2.712 -3.669  0.306
174 C -7.477 -2.878 -3.124  -1.272
175 O -5.319 -3.621 -0.651  -0.358
176 C -4.763 -3.344 0.649  0.322
177 C -5.865 -2.835 1.575  -1.418
178 H -3.117 -8.093 -1.503  0.515
179 H -1.866 -6.952 -1.779  0.245
180 H -2.749 -6.883 -0.204  0.072
181 H -4.074 -6.536 -2.954  0.232
182 H -4.761 -6.279 -1.322  0.358
183 H -5.681 -1.675 -3.423  -0.183
184 H -6.089 -2.983 -4.736  0.397
185 H -8.076 -3.589 -3.688  0.339
186 H -7.426 -3.217 -2.112  0.205
187 H -7.886 -1.926 -3.417  0.395
188 H -4.396 -4.273 1.167  0.082
189 H -3.925 -2.598 0.562  0.165
190 H -5.310 -2.506 2.452  0.374
191 H -6.318 -1.939 1.162  0.188
192 H -6.591 -3.581 1.682  0.435
193 C 6.938 -1.414 1.289  -1.006
194 C 6.686 -1.932 2.688  0.698
195 O 7.881 -2.546 3.244  -0.303
196 P 8.071 -3.342 4.592  0.514
197 O 9.479 -3.528 4.913  -0.787
198 O 7.203 -4.660 4.424  0.054
199 C 7.821 -5.641 3.533  -0.131
200 C 8.770 -6.452 4.314  -1.283
201 O 7.030 -2.673 5.598  -0.046
202 C 7.541 -1.620 6.456  -0.483
203 C 7.845 -0.312 5.820  -1.059
204 H 7.402 -0.426 1.293  0.374
205 H 7.594 -2.191 0.857  0.311
206 H 6.025 -1.478 0.733  0.137
207 H 6.349 -1.215 3.403  0.114
208 H 5.984 -2.716 2.587  -0.144
209 H 7.022 -6.246 3.131  0.216
210 H 8.375 -5.076 2.763  0.284
211 H 9.057 -7.292 3.655  0.404
212 H 9.701 -5.844 4.557  0.299
213 H 8.401 -6.841 5.236  0.284
214 H 6.758 -1.475 7.222  0.294
215 H 8.282 -2.118 7.007  0.452
216 H 8.045 0.406 6.604  0.422
217 H 8.662 -0.422 5.123  0.339
218 H 7.001 0.036 5.277  0.227

The value obtained for the highest occupied orbital energy is -0.37402 hartree. The total energy comes out at -38139.61907 Ha. The gap between HOMO and LUMO comes out at 9.72 eV.

=====

Record 2
Here is the ion C4H8NO2 with charge +1 in a non-equilibrium geometry from the OMol25 dataset. Energies are from ωB97M-V/def2-TZVPD.

Each line ends with the natural charge from an NBO analysis.
Geometry (Å):
1 C 0.310 -1.833 -0.105  -0.688
2 C -0.538 -0.731 0.651  0.063
3 O -1.899 -1.128 0.478  -0.444
4 C -2.298 -0.108 -0.295  0.846
5 O -3.299 0.278 -0.772  -0.449
6 C -0.688 0.535 -0.224  -0.248
7 N -0.208 1.786 0.470  -0.704
8 H 0.049 -2.253 -1.155  0.267
9 H 0.314 -2.783 0.529  0.257
10 H 1.460 -1.589 -0.079  0.233
11 H -0.200 -0.551 1.667  0.205
12 H -0.102 0.371 -1.235  0.262
13 H 0.464 2.186 -0.191  0.464
14 H 0.227 1.518 1.370  0.455
15 H -1.098 2.412 0.612  0.481

The value obtained for the highest occupied orbital energy is -0.55238 hartree. The value obtained for the energy above the lowest of the compared OMol25 structures with the same formula, charge and spin is 259.5 kJ/mol. The total energy comes out at -362.11463 Ha. As for the charge: +1. The gap between HOMO and LUMO comes out at 10.75 eV.

=====

Record 3
Here is a cluster of 4 separate species, C20H36Br2O11 in total in a non-equilibrium geometry from the OMol25 dataset. Energies are from ωB97M-V/def2-TZVPD.

Each line ends with the natural charge from an NBO analysis.
Geometry (Å):
1 C -0.486 1.839 2.323  -0.617
2 C 0.716 2.435 1.548  -0.393
3 C 2.113 2.109 2.167  -0.224
4 C 3.154 2.756 1.180  -0.610
5 C 2.413 0.604 2.186  0.092
6 C 1.778 -0.299 3.258  -0.436
7 C 2.323 -1.656 2.743  -0.370
8 C 1.439 -2.527 1.825  -0.250
9 Br 2.353 -4.089 1.070  0.024
10 C 0.766 -1.745 0.668  -0.250
11 C 1.659 -1.557 -0.583  -0.665
12 Br -0.976 -2.537 0.180  -0.002
13 C 3.740 -1.184 2.268  0.803
14 O 4.611 -1.857 1.944  -0.515
15 O 3.808 0.200 2.312  -0.528
16 H -0.593 0.753 2.194  0.200
17 H -0.503 2.135 3.381  0.210
18 H -1.402 2.266 1.876  0.218
19 H 0.614 3.528 1.565  0.217
20 H 0.723 2.025 0.526  0.200
21 H 2.260 2.589 3.148  0.207
22 H 4.176 2.405 1.348  0.232
23 H 2.786 2.518 0.165  0.193
24 H 3.067 3.853 1.253  0.212
25 H 2.228 0.320 1.130  0.177
26 H 2.302 -0.202 4.222  0.233
27 H 0.714 -0.186 3.487  0.237
28 H 2.547 -2.332 3.587  0.250
29 H 0.626 -2.926 2.445  0.242
30 H 0.524 -0.733 1.017  0.224
31 H 2.724 -1.441 -0.336  0.228
32 H 1.293 -0.731 -1.212  0.231
33 H 1.557 -2.462 -1.202  0.239
34 C 4.007 1.864 -2.860  -0.256
35 O 3.780 2.016 -4.262  -0.489
36 C 2.694 1.386 -4.714  0.989
37 O 1.931 0.729 -4.048  -0.663
38 O 2.601 1.610 -6.025  -0.488
39 C 1.476 0.995 -6.653  -0.258
40 H 4.911 2.417 -2.617  0.201
41 H 3.178 2.279 -2.288  0.189
42 H 4.160 0.815 -2.606  0.194
43 H 0.546 1.378 -6.234  0.194
44 H 1.524 -0.090 -6.552  0.191
45 H 1.515 1.250 -7.709  0.200
46 C -5.301 -3.173 5.503  -0.255
47 O -5.110 -3.979 4.341  -0.494
48 C -4.622 -3.316 3.287  0.978
49 O -4.345 -2.144 3.256  -0.644
50 O -4.494 -4.181 2.278  -0.492
51 C -3.978 -3.607 1.074  -0.265
52 H -5.698 -3.819 6.282  0.195
53 H -4.353 -2.756 5.842  0.190
54 H -6.019 -2.378 5.307  0.192
55 H -2.976 -3.204 1.235  0.199
56 H -4.645 -2.831 0.700  0.192
57 H -3.921 -4.403 0.334  0.195
58 C -1.044 0.176 -3.911  -0.261
59 O -2.224 0.350 -3.121  -0.494
60 C -2.661 1.606 -3.049  0.978
61 O -2.159 2.564 -3.582  -0.647
62 O -3.756 1.622 -2.280  -0.494
63 C -4.337 2.914 -2.113  -0.255
64 H -0.790 -0.881 -3.891  0.197
65 H -1.227 0.472 -4.943  0.181
66 H -0.217 0.739 -3.492  0.216
67 H -4.656 3.320 -3.072  0.192
68 H -3.636 3.592 -1.626  0.190
69 H -5.210 2.796 -1.475  0.195

The value obtained for the highest occupied orbital energy is -0.36746 hartree. The total energy comes out at -6759.34701 Ha. The gap between HOMO and LUMO comes out at 10.49 eV.